14
Properties=species:S:1:pos:R:3:forces:R:3 method="wB97M-V/def2-TZVPD" lumo_ev=-2.19 fmax_ha_per_bohr=0.0479 relative_energy_ev=1.192
O -2.0416 -1.4294 0.6343 -0.248 0.206 -0.099
C -1.5081 -0.3548 0.9159 0.235 -0.939 0.002
C -0.6704 0.4369 0.0142 1.531 0.544 -0.422
H -0.7336 1.5011 0.2971 0.270 -0.238 -0.153
H -1.6031 0.0151 1.9563 0.001 -0.032 -0.115
H -0.9879 0.3253 -1.0323 0.117 -0.108 0.189
Rb -3.5802 -4.0260 -1.1523 0.345 0.502 0.285
C 1.8769 0.9920 -0.5531 -1.361 0.547 -1.218
C 0.9037 0.0310 0.1475 -1.282 -0.387 2.065
O 1.7372 2.2957 -0.2771 -0.053 -1.132 -0.148
H 1.5008 0.6106 -1.5986 1.142 0.962 -0.182
H 1.1525 0.0374 1.2224 -0.290 -0.003 0.057
H 1.0512 -1.0085 -0.1895 -0.155 0.196 -0.128
H 2.9027 0.5736 -0.3849 -0.253 -0.119 -0.132



9
Properties=species:S:1:pos:R:3:forces:R:3 method="wB97M-V/def2-TZVPD" lumo_ev=-0.65 fmax_ha_per_bohr=0.1373 relative_energy_ev=5.015
C -1.4791 -0.0033 -0.1094 -1.376 2.131 -2.249
C -0.0458 -0.5015 -0.0898 -0.041 -5.256 4.713
H -1.8870 0.5097 0.9177 1.322 -1.468 -2.548
H -1.0905 0.8603 -0.9010 -2.443 -1.343 1.840
H -2.4421 -0.6917 -0.6263 3.404 1.862 1.605
H 0.2251 -1.5832 0.5652 -0.973 2.441 -2.205
H 3.1425 1.3846 0.7042 -1.043 -3.556 -1.999
N 0.9121 0.2542 -0.2902 2.463 1.549 -1.256
S 2.6649 -0.2291 -0.1705 -1.313 3.641 2.099



16
Properties=species:S:1:pos:R:3:forces:R:3 method="wB97M-V/def2-TZVPD" lumo_ev=0.79 fmax_ha_per_bohr=0.0340 smiles=CCCSSC relative_energy_ev=0.406
C -1.2470 0.7181 -0.8167 0.667 1.207 0.413
C -1.9653 1.4572 0.3335 0.411 -1.323 -0.100
C 0.2690 0.8764 -0.7546 0.968 -0.218 -0.275
S 1.1225 0.4556 0.8333 -0.676 0.593 -0.399
S 0.5054 -1.4597 1.0264 0.776 -0.872 0.410
C 2.1081 -2.3814 0.7062 -0.877 1.511 -0.120
H -1.3785 -0.3566 -0.9117 -0.832 0.028 0.279
H -1.5843 1.2270 -1.7182 0.126 -0.366 -0.443
H -1.7958 0.8852 1.2490 -0.385 0.174 0.104
H -1.5307 2.4369 0.5019 0.016 0.217 -0.180
H -3.0235 1.5455 0.0994 -0.074 0.027 0.271
H 0.7341 0.1944 -1.4722 -0.098 0.157 -0.116
H 0.6272 1.8775 -1.0121 -0.178 0.066 0.195
H 1.9768 -3.3570 1.1542 0.220 -0.237 -0.264
H 2.2626 -2.3151 -0.3634 0.037 -0.728 -0.179
H 2.9193 -1.8042 1.1450 -0.102 -0.234 0.404



16
Properties=species:S:1:pos:R:3:forces:R:3 method="wB97M-V/def2-TZVPD" lumo_ev="-4.81 / -8.92" fmax_ha_per_bohr=0.0874 spin_multiplicity=3 total_charge=+1 s2=2.010
C 0.1801 -1.2144 0.0537 0.241 -3.665 2.594
C -0.9447 -0.6851 -0.6724 -0.971 0.928 -2.819
C -0.8325 0.8167 -0.4506 -2.499 0.746 -0.239
C 0.3152 1.0034 0.5363 1.545 0.431 -1.424
C 2.4480 -1.9997 4.1465 0.733 -0.511 1.268
N 0.7195 -0.3427 0.7678 -0.495 1.096 -0.023
F 1.3336 -2.4261 4.6254 -1.906 0.409 0.758
F 3.0125 -2.8451 3.3647 1.304 -0.667 -1.785
F 2.9144 -0.8024 4.3300 -0.142 0.780 -0.253
H 0.4917 -2.2694 0.2883 -0.244 0.801 -1.156
H -0.7884 -1.0376 -1.7407 0.255 0.547 0.769
H -2.0117 -0.8356 -0.6259 -0.288 -1.505 0.951
H -0.9940 1.3202 -1.4169 1.158 0.320 0.443
H -1.6657 1.2719 0.1701 0.383 -1.044 -0.772
H 1.1147 1.4988 0.0033 0.502 0.757 0.349
H -0.0680 1.4858 1.3873 0.424 0.578 1.339



Please write out number 3 again, unchanged.
16
Properties=species:S:1:pos:R:3:forces:R:3 method="wB97M-V/def2-TZVPD" lumo_ev=0.79 fmax_ha_per_bohr=0.0340 smiles=CCCSSC relative_energy_ev=0.406
C -1.2470 0.7181 -0.8167 0.667 1.207 0.413
C -1.9653 1.4572 0.3335 0.411 -1.323 -0.100
C 0.2690 0.8764 -0.7546 0.968 -0.218 -0.275
S 1.1225 0.4556 0.8333 -0.676 0.593 -0.399
S 0.5054 -1.4597 1.0264 0.776 -0.872 0.410
C 2.1081 -2.3814 0.7062 -0.877 1.511 -0.120
H -1.3785 -0.3566 -0.9117 -0.832 0.028 0.279
H -1.5843 1.2270 -1.7182 0.126 -0.366 -0.443
H -1.7958 0.8852 1.2490 -0.385 0.174 0.104
H -1.5307 2.4369 0.5019 0.016 0.217 -0.180
H -3.0235 1.5455 0.0994 -0.074 0.027 0.271
H 0.7341 0.1944 -1.4722 -0.098 0.157 -0.116
H 0.6272 1.8775 -1.0121 -0.178 0.066 0.195
H 1.9768 -3.3570 1.1542 0.220 -0.237 -0.264
H 2.2626 -2.3151 -0.3634 0.037 -0.728 -0.179
H 2.9193 -1.8042 1.1450 -0.102 -0.234 0.404